A 3-piece molecular cluster, C26H35BrNO6 overall at a distorted geometry. Source: the Open Molecules 2025 dataset; level of theory: ωB97M-V with the def2-TZVPD basis set.

- Maximum force: 2.3 eV Å⁻¹
- Multiplicity: 2
- Charge: 0
- Kohn-Sham gap (alpha / beta): 7.1365 / 8.1129 eV
- M: 537.5 u
- Highest occupied orbital energy (alpha / beta): -0.3149 / -0.3508 Eh
- E_tot: -4091.76226 a.u.

XYZ file:
```
69
Properties=species:S:1:pos:R:3:forces:R:3:lowdin_charge:R:1
C 4.312425 -1.372798 0.064423 -0.45 -0.17 -0.45 -0.056
C 2.789335 -1.271386 0.219558 0.39 -0.41 0.48 -0.223
O 2.292526 -0.097098 0.830733 0.25 -0.07 -0.48 -0.151
C 2.480257 1.156745 0.202665 -0.35 0.54 0.50 -0.467
C 3.681200 1.972341 0.820137 0.01 -0.50 -0.55 -0.590
Br 4.117905 1.330317 2.619468 -0.05 0.09 -0.08 0.764
C 4.938943 2.117738 -0.037520 0.32 0.51 0.27 -0.284
C 4.977356 3.419191 -0.875283 0.19 -0.86 -0.23 -0.084
C 1.214871 1.948733 0.580612 -0.05 -0.98 -0.38 -0.053
C -0.085159 1.273346 0.092957 -0.18 -0.17 1.27 -0.437
C -0.623168 0.354798 1.203620 0.24 -0.44 -0.57 -0.027
C -1.187522 2.321094 -0.162189 -0.06 -0.43 0.08 -0.016
N 0.160606 0.404519 -1.084819 -0.97 1.66 -1.19 -0.098
O -0.928847 0.087164 -1.703365 0.37 -0.52 0.45 -0.008
C 1.202470 0.855797 -2.037618 1.23 -1.20 -0.53 -0.449
C 1.428346 -0.282709 -3.063554 -0.49 0.72 0.03 -0.022
C 0.806200 2.088931 -2.845828 0.09 0.21 0.52 -0.022
C 2.554549 1.141256 -1.320515 -0.57 0.37 0.34 -0.051
H 4.611981 -2.383150 0.320488 0.16 -0.15 0.11 0.074
H 4.833914 -0.685595 0.715570 0.11 0.13 0.12 0.040
H 4.603687 -1.229190 -0.973743 0.22 0.26 -0.05 0.068
H 2.498322 -2.071773 0.893279 -0.28 0.06 0.24 0.120
H 2.282104 -1.495985 -0.714703 -0.08 0.23 -0.28 0.099
H 3.316205 2.972150 0.999165 -0.10 0.23 0.19 0.071
H 5.786428 2.145287 0.637202 0.14 -0.06 0.13 0.078
H 5.114257 1.276729 -0.696895 -0.12 -0.31 0.04 0.090
H 5.965228 3.857227 -0.793375 0.02 0.37 0.10 0.069
H 4.859766 3.165045 -1.924197 -0.19 0.16 -0.23 0.065
H 4.204020 4.128916 -0.603953 0.00 0.20 0.13 0.073
H 1.284954 2.967727 0.214884 0.09 0.20 -0.08 0.123
H 1.167187 1.936522 1.663672 0.06 0.39 0.24 0.124
H -1.624713 0.030919 0.942063 -0.25 0.03 0.14 0.064
H -0.029334 -0.541498 1.275414 0.29 -0.07 0.09 0.057
H -0.594386 0.833570 2.176329 -0.22 0.21 0.08 0.100
H -1.365632 2.518421 -1.212156 0.19 0.30 -0.13 0.073
H -2.108421 1.911190 0.233584 -0.31 0.07 -0.04 0.062
H -0.983002 3.219784 0.411055 0.09 0.27 -0.15 0.088
H 0.695857 -0.174650 -3.856044 -0.20 -0.28 -0.08 0.076
H 1.317581 -1.261453 -2.615934 0.16 -0.19 0.04 0.078
H 2.400199 -0.141299 -3.523756 0.24 -0.19 0.00 0.086
H 0.617376 2.940385 -2.197149 -0.15 0.15 0.05 0.081
H 1.665796 2.359617 -3.450309 0.08 -0.01 -0.29 0.093
H -0.041887 1.902690 -3.491629 -0.25 -0.02 0.00 0.088
H 3.351902 0.525083 -1.712327 0.08 -0.33 0.05 0.106
H 2.809790 2.159089 -1.596838 0.23 0.19 -0.01 0.108
C -7.293418 0.308078 -0.577394 0.02 -0.06 0.06 0.020
C -6.391922 -0.400476 0.096936 -0.07 0.02 -0.01 0.020
C -4.941356 -0.270785 -0.188526 0.05 -0.02 0.01 -0.372
O -4.121643 -0.920646 0.426738 -0.03 -0.01 0.00 0.097
C -4.533844 0.680573 -1.253158 0.12 0.04 -0.06 0.028
C -5.436854 1.388167 -1.927569 0.03 -0.04 0.06 0.025
C -6.886701 1.258808 -1.642621 -0.03 0.06 -0.06 -0.388
O -7.710314 1.904471 -2.254651 0.01 -0.02 0.02 0.105
H -8.355942 0.228634 -0.386018 -0.01 0.03 -0.03 0.121
H -6.667536 -1.098456 0.877305 0.04 -0.01 0.01 0.121
H -3.469352 0.759140 -1.446808 0.02 -0.09 0.04 0.101
H -5.161801 2.085804 -2.708220 -0.03 0.01 -0.01 0.122
C -2.694126 -4.814252 2.095331 0.03 0.06 0.00 0.022
C -2.130522 -3.610511 2.030976 -0.06 -0.03 -0.07 0.033
C -1.041375 -3.223904 2.962390 -0.05 0.07 -0.07 -0.369
O -0.532726 -2.125508 2.901347 0.05 -0.16 0.20 0.106
C -0.604101 -4.225777 3.965981 0.01 -0.07 0.03 0.021
C -1.168622 -5.428757 4.028735 0.05 0.06 0.02 0.018
C -2.257595 -5.817531 3.097222 -0.06 -0.05 -0.03 -0.389
O -2.770028 -6.915144 3.154896 0.02 0.01 0.01 0.102
H -3.490489 -5.118150 1.428091 0.00 -0.03 0.01 0.122
H -2.435807 -2.861470 1.309347 0.01 0.04 0.04 0.111
H 0.191309 -3.920778 4.634211 0.00 0.03 -0.01 0.121
H -0.866704 -6.175268 4.752277 -0.03 -0.03 -0.01 0.121
```
Positions in Å, forces in eV/Å.